Entry 1:
{"formula": "C5H10O", "method": "ωB97M-V with the def2-TZVPD basis set", "symbols": ["C", "C", "C", "C", "C", "O", "H", "H", "H", "H", "H", "H", "H", "H", "H", "H"], "positions_angstrom": [[1.8318, -0.8930, -0.1478], [0.6068, -0.3113, 0.5526], [0.3330, 1.1919, 0.2719], [-0.7290, 0.8126, -0.7932], [-0.6418, -0.6225, -0.2697], [-1.2988, -1.6175, -0.4229], [1.8225, -1.9849, -0.0751], [1.8261, -0.6304, -1.2131], [2.7606, -0.5149, 0.2894], [0.5651, -0.6249, 1.6016], [-0.1090, 1.7025, 1.1323], [1.1898, 1.7712, -0.0829], [-1.7094, 1.2947, -0.7496], [-0.3534, 0.8737, -1.8209], [-3.0901, 0.0987, 1.0434], [-3.0042, -0.5459, 0.6838]], "lowdin_charge": [-0.057, -0.283, -0.133, -0.093, -0.432, 0.065, 0.085, 0.088, 0.080, 0.144, 0.106, 0.107, 0.099, 0.118, 0.058, 0.047], "gap_ev": 10.53, "e_homo_ev": -9.45, "fmax_ev_per_a": 0.57, "energy_ev": -7392.9927}

Entry 2:
{"formula": "C5H7NO", "method": "ωB97M-V with the def2-TZVPD basis set", "symbols": ["C", "C", "C", "O", "C", "N", "C", "H", "H", "H", "H", "H", "H", "H"], "positions_angstrom": [[-1.5200, -0.2983, 0.2317], [-0.5700, 0.4002, -0.7006], [0.5590, 1.1540, -0.0326], [1.7843, 0.6555, -0.5122], [1.5926, -0.4872, 0.4508], [0.7393, -1.4088, 0.3581], [-0.4163, -1.0744, -0.4579], [-1.4112, -0.1136, 1.3006], [-2.5455, -0.4378, -0.0970], [-0.8972, 0.7447, -1.6765], [0.5894, 0.7722, 1.0406], [0.4692, 2.2318, 0.0658], [2.3306, -0.3298, 1.2344], [-0.7042, -1.8086, -1.2052]], "lowdin_charge": [-0.056, -0.206, -0.230, -0.066, -0.181, 0.099, -0.251, 0.112, 0.101, 0.140, 0.121, 0.133, 0.144, 0.139], "gap_ev": 10.28, "e_homo_ev": -9.16, "fmax_ev_per_a": 3.00, "energy_ev": -8832.6543}

Entry 3:
{"formula": "C42H96Cl8O2S2", "method": "ωB97M-V with the def2-TZVPD basis set", "symbols": ["C", "S", "O", "C", "H", "H", "H", "H", "H", "H", "C", "S", "O", "C", "H", "H", "H", "H", "H", "H", "C", "Cl", "Cl", "Cl", "Cl", "C", "Cl", "Cl", "Cl", "Cl", "C", "C", "C", "C", "C", "C", "H", "H", "H", "H", "H", "H", "H", "H", "H", "H", "H", "H", "H", "H", "C", "C", "C", "C", "C", "C", "H", "H", "H", "H", "H", "H", "H", "H", "H", "H", "H", "H", "H", "H", "C", "C", "C", "C", "C", "C", "H", "H", "H", "H", "H", "H", "H", "H", "H", "H", "H", "H", "H", "H", "C", "C", "C", "C", "C", "C", "H", "H", "H", "H", "H", "H", "H", "H", "H", "H", "H", "H", "H", "H", "C", "C", "C", "C", "C", "C", "H", "H", "H", "H", "H", "H", "H", "H", "H", "H", "H", "H", "H", "H", "C", "C", "C", "C", "C", "C", "H", "H", "H", "H", "H", "H", "H", "H", "H", "H", "H", "H", "H", "H"], "positions_angstrom": [[-4.2962, 6.0085, 0.0179], [-2.8923, 5.5198, 1.0294], [-3.4001, 4.8481, 2.3171], [-2.3492, 4.0927, 0.0148], [-4.9456, 5.1350, 0.0757], [-4.0116, 6.2037, -1.0160], [-4.8354, 6.8628, 0.4271], [-1.9195, 4.2207, -0.9787], [-3.1749, 3.3841, -0.0491], [-1.5952, 3.6414, 0.6597], [-3.7173, 1.6941, -4.2935], [-1.9188, 2.1341, -4.5311], [-1.5513, 3.1210, -3.4099], [-1.2219, 0.4569, -4.0163], [-3.7595, 1.6036, -3.2081], [-3.8514, 0.6896, -4.6948], [-4.5011, 2.3449, -4.6811], [-1.3924, -0.2087, -4.8624], [-1.7329, 0.0947, -3.1242], [-0.1701, 0.5598, -3.7493], [-6.4221, 0.1375, 4.0722], [-4.9039, 1.0113, 4.4195], [-6.7172, -0.7167, 5.6380], [-7.6484, 1.3263, 3.6889], [-6.3406, -1.0557, 2.8387], [3.4412, 2.5376, -2.7551], [1.8543, 2.9604, -2.0141], [4.6709, 2.4046, -1.5060], [3.2466, 0.9191, -3.4991], [3.9850, 3.8044, -3.9146], [-10.2322, 0.2585, -3.6386], [-9.7951, 1.7674, -3.8216], [-9.3080, 2.2858, -2.4589], [-8.5338, 3.5915, -2.5217], [-7.7800, 3.9597, -1.2609], [-6.7346, 2.9216, -0.7615], [-10.6166, -0.1689, -4.5647], [-11.0614, 0.2097, -2.9328], [-9.4200, -0.3667, -3.2678], [-9.0326, 1.8150, -4.5991], [-10.6316, 2.4111, -4.0935], [-8.8341, 1.4346, -1.9700], [-10.2008, 2.4075, -1.8456], [-7.9523, 3.6966, -3.4376], [-9.3291, 4.3366, -2.5051], [-7.3124, 4.9440, -1.2377], [-8.5786, 4.0069, -0.5206], [-6.4366, 3.1083, 0.2703], [-7.1326, 1.9092, -0.8304], [-5.8765, 3.0251, -1.4256], [7.5452, -3.9199, -5.7048], [6.5805, -4.5136, -4.6891], [5.2832, -3.5816, -4.6377], [5.5171, -2.2916, -3.8508], [5.5820, -2.4935, -2.3486], [5.9031, -1.2562, -1.5253], [8.1663, -3.1110, -5.3202], [6.9041, -3.5857, -6.5206], [8.2507, -4.6360, -6.1261], [6.3399, -5.5491, -4.9297], [7.0373, -4.5993, -3.7032], [4.5545, -4.2788, -4.2242], [4.9802, -3.2520, -5.6315], [6.3142, -1.6919, -4.2902], [4.5719, -1.7811, -4.0352], [4.7814, -3.0837, -1.9029], [6.5010, -3.0643, -2.2151], [6.1282, -1.5970, -0.5146], [6.8374, -0.7687, -1.8038], [5.1453, -0.4732, -1.5531], [-3.9084, 0.6939, 1.4214], [-3.1607, 0.3593, 0.0621], [-1.6306, -0.0910, 0.0477], [-0.6961, 1.0097, 0.3575], [0.6978, 0.4734, 0.6795], [1.5239, -0.0941, -0.5228], [-4.9460, 1.0252, 1.3802], [-3.3842, 1.4169, 2.0463], [-3.8060, -0.1976, 2.0401], [-3.7113, -0.4955, -0.3308], [-3.0797, 1.2083, -0.6167], [-1.3903, -0.4593, -0.9497], [-1.6380, -0.8917, 0.7872], [-0.5976, 1.5355, -0.5922], [-1.0611, 1.6474, 1.1625], [1.2581, 1.2786, 1.1545], [0.7646, -0.2670, 1.4767], [1.3932, 0.4392, -1.4644], [2.5631, -0.1886, -0.2075], [1.1675, -1.1016, -0.7372], [-2.8999, -6.7956, -0.9940], [-1.4446, -6.6234, -0.5429], [-1.0703, -5.1258, -0.7844], [0.4172, -4.7941, -0.6009], [1.2056, -5.4453, -1.8175], [2.6805, -5.0053, -1.9848], [-3.2381, -7.0526, -1.9979], [-3.6137, -5.9826, -0.8621], [-3.3694, -7.4833, -0.2906], [-1.2012, -6.7843, 0.5074], [-0.7812, -7.3193, -1.0564], [-1.6305, -4.4708, -0.1171], [-1.3871, -4.6758, -1.7252], [0.6037, -3.7244, -0.5064], [0.7098, -5.2336, 0.3527], [1.0844, -6.5176, -1.6638], [0.8011, -5.2487, -2.8104], [3.2736, -5.6647, -2.6184], [2.7401, -4.0114, -2.4283], [3.0913, -4.9621, -0.9761], [-0.3484, 2.9336, 4.2996], [0.7012, 1.7790, 4.4378], [1.4519, 1.5251, 5.7867], [0.6497, 1.2251, 7.0931], [1.5783, 0.8185, 8.2199], [2.0685, 2.0280, 8.9827], [-1.2867, 2.7449, 4.8211], [-0.6261, 3.1242, 3.2629], [0.1253, 3.8557, 4.6362], [0.1661, 0.8703, 4.1619], [1.4038, 2.0195, 3.6399], [2.0261, 2.4387, 5.9411], [2.1442, 0.7631, 5.4285], [0.0847, 2.0902, 7.4401], [-0.0002, 0.3698, 6.9079], [0.8941, 0.2927, 8.8859], [2.4984, 0.2715, 8.0141], [2.3918, 1.6999, 9.9707], [2.8381, 2.5797, 8.4430], [1.2405, 2.6995, 9.2102], [4.2612, -1.1592, 2.5824], [4.8338, -0.0170, 3.4174], [5.8951, 0.9393, 2.6083], [7.1085, 0.3040, 1.9624], [8.0697, 1.2771, 1.2456], [9.2292, 0.6311, 0.5138], [3.4323, -0.7554, 2.0011], [3.7332, -1.9153, 3.1635], [5.0548, -1.5891, 1.9712], [4.1467, 0.6637, 3.9199], [5.4962, -0.6095, 4.0485], [6.1453, 1.6744, 3.3733], [5.2866, 1.4427, 1.8571], [7.6111, -0.2659, 2.7440], [6.6576, -0.4079, 1.2711], [7.5282, 1.9454, 0.5761], [8.4960, 1.8799, 2.0475], [9.9917, 0.1105, 1.0930], [8.8781, 0.0704, -0.3525], [9.7609, 1.5107, 0.1509]], "lowdin_charge": [-0.274, 0.834, -0.574, -0.246, 0.024, 0.060, 0.053, 0.047, 0.037, 0.019, -0.242, 0.852, -0.612, -0.222, 0.029, 0.042, 0.049, 0.046, 0.031, 0.030, -2.034, 0.544, 0.479, 0.545, 0.592, -1.956, 0.544, 0.533, 0.532, 0.519, -0.107, -0.241, -0.248, -0.227, -0.257, -0.102, 0.059, 0.065, 0.065, 0.097, 0.102, 0.089, 0.116, 0.110, 0.109, 0.097, 0.102, 0.062, 0.056, 0.061, -0.125, -0.242, -0.200, -0.224, -0.252, -0.113, 0.069, 0.067, 0.064, 0.095, 0.089, 0.083, 0.099, 0.119, 0.078, 0.094, 0.097, 0.055, 0.069, 0.019, -0.157, -0.207, -0.218, -0.237, -0.245, -0.117, 0.037, 0.035, 0.024, 0.093, 0.066, 0.091, 0.112, 0.098, 0.094, 0.087, 0.099, -0.017, 0.054, 0.055, -0.126, -0.224, -0.252, -0.198, -0.240, -0.123, 0.070, 0.062, 0.061, 0.107, 0.092, 0.100, 0.104, 0.090, 0.105, 0.087, 0.101, 0.064, 0.055, 0.069, -0.095, -0.255, -0.198, -0.206, -0.288, -0.132, 0.064, 0.044, 0.069, 0.092, 0.084, 0.102, 0.091, 0.109, 0.106, 0.102, 0.111, 0.068, 0.073, 0.069, -0.111, -0.214, -0.202, -0.232, -0.260, -0.114, 0.047, 0.070, 0.061, 0.085, 0.090, 0.099, 0.092, 0.117, 0.072, 0.101, 0.106, 0.074, 0.061, 0.067], "gap_ev": 8.86, "e_homo_ev": -8.75, "fmax_ev_per_a": 3.26, "energy_ev": -171050.5341}

Entry 4:
{"formula": "C13H15F", "method": "ωB97M-V with the def2-TZVPD basis set", "symbols": ["C", "C", "C", "C", "C", "C", "C", "C", "C", "C", "C", "C", "C", "F", "H", "H", "H", "H", "H", "H", "H", "H", "H", "H", "H", "H", "H", "H", "H"], "positions_angstrom": [[-1.9752, -1.6527, -0.7220], [-1.3406, -1.7487, 0.4912], [-0.3375, -0.0605, -1.4486], [-1.4938, -0.7989, -1.7085], [-0.1052, -1.0901, 0.7253], [0.3889, -0.2087, -0.2847], [1.7043, 0.5208, -0.1103], [2.0812, 2.8921, -0.8168], [0.6759, -1.6493, 1.7251], [1.6143, 2.0244, 0.0644], [-2.2146, -0.7141, -3.0155], [0.8233, 2.4444, 1.2710], [0.2753, -1.9921, 3.0696], [1.2350, -2.7597, 3.7120], [-2.8650, -2.2379, -0.9049], [-1.7158, -2.4318, 1.2381], [0.0224, 0.6246, -2.2036], [2.2010, 0.0884, 0.7637], [2.3124, 0.3172, -0.9955], [1.9700, 3.9543, -0.6744], [2.5998, 2.5873, -1.7080], [-3.1836, -0.2285, -2.8831], [-2.4023, -1.7170, -3.4017], [-1.6434, -0.1552, -3.7517], [0.7577, 3.5282, 1.3467], [-0.1890, 2.0376, 1.1980], [1.2737, 2.0520, 2.1852], [-0.6628, -2.5578, 3.1753], [0.1935, -1.0680, 3.6640]], "lowdin_charge": [-0.043, -0.015, 0.016, -0.256, -0.233, -0.157, -0.117, 0.043, 0.122, -0.364, -0.047, -0.056, -0.256, -0.076, 0.116, 0.105, 0.125, 0.109, 0.122, 0.058, 0.057, 0.088, 0.085, 0.076, 0.075, 0.082, 0.083, 0.121, 0.139], "gap_ev": [7.19, 7.07], "e_homo_ev": [-7.94, -7.60], "fmax_ev_per_a": 1.63, "energy_ev": -16438.0554}

Entry 5:
{"formula": "C13H11F2InO3", "method": "ωB97M-V with the def2-TZVPD basis set", "symbols": ["In", "O", "C", "O", "O", "H", "F", "C", "C", "C", "C", "C", "C", "H", "H", "H", "H", "H", "F", "C", "C", "C", "C", "C", "C", "H", "H", "H", "H", "H"], "positions_angstrom": [[-17.6121, -4.7521, 12.6529], [-20.6167, -1.9806, 9.6286], [-20.2419, -2.6087, 10.7025], [-19.1692, -3.2765, 10.6250], [-21.0593, -2.6952, 11.7046], [-19.9740, -2.4537, 9.0949], [-17.4348, -1.8544, 12.5994], [-17.8982, -0.5824, 12.5810], [-18.3654, 0.0380, 11.3727], [-18.7602, 1.3711, 11.4192], [-18.5156, 2.1009, 12.5576], [-18.1245, 1.5834, 13.7704], [-17.7751, 0.2067, 13.7937], [-18.5504, -0.3708, 10.3903], [-19.0863, 1.8786, 10.5233], [-18.6005, 3.1710, 12.6764], [-18.1236, 2.1948, 14.6607], [-17.3746, -0.2508, 14.6863], [-16.1297, -3.5096, 10.7914], [-15.7241, -2.4902, 10.0104], [-14.5375, -1.7980, 10.3342], [-14.0924, -0.8355, 9.3858], [-14.7827, -0.5503, 8.2415], [-16.0238, -1.1341, 8.0141], [-16.4818, -2.1035, 8.9734], [-14.0496, -2.0604, 11.2613], [-13.2016, -0.2271, 9.4382], [-14.5916, 0.1487, 7.4407], [-16.6008, -0.8369, 7.1509], [-17.3208, -2.7181, 8.6822]], "lowdin_charge": [1.167, 0.215, -0.729, -0.023, 0.208, 0.131, -0.004, -0.120, 0.053, 0.000, 0.006, 0.016, 0.092, 0.111, 0.139, 0.143, 0.139, 0.132, -0.090, -0.290, 0.079, 0.002, -0.056, 0.020, 0.019, 0.131, 0.132, 0.129, 0.127, 0.120], "gap_ev": 2.89, "e_homo_ev": -15.81, "fmax_ev_per_a": 4.11, "total_charge": 2, "energy_ev": -30387.1349}

Entry 6:
{"formula": "C20H15N3O5", "method": "ωB97M-V with the def2-TZVPD basis set", "symbols": ["O", "C", "C", "C", "C", "C", "C", "C", "C", "N", "O", "O", "C", "N", "C", "C", "C", "C", "C", "N", "C", "O", "C", "C", "C", "C", "O", "C", "H", "H", "H", "H", "H", "H", "H", "H", "H", "H", "H", "H", "H", "H", "H"], "positions_angstrom": [[1.0973, 1.7091, -5.0019], [1.0488, 1.4121, -3.7621], [-0.1190, 0.7008, -3.2975], [-0.5633, 1.1938, -2.0796], [-1.6859, 0.5291, -1.4775], [-2.5220, -0.6093, -2.1249], [-3.2212, -1.4061, -1.2022], [-3.1743, -1.4004, 0.0396], [-2.3161, -0.3640, 0.7650], [-2.4316, -0.0393, 2.2490], [-1.4139, 0.4516, 2.6377], [-3.0143, -0.7484, 2.8205], [-1.7385, 0.5706, -0.0258], [2.1127, 1.9351, -2.9106], [2.2301, 1.9012, -1.6698], [2.6987, 2.8975, -1.1556], [2.8486, 3.1019, 0.2873], [2.3713, 2.1094, 1.0078], [2.0860, 0.7360, 0.3767], [1.7392, -0.1715, 1.2699], [0.9604, -1.3232, 0.7400], [0.4014, -1.7225, -0.4806], [0.3428, -2.0682, 2.0085], [-0.5498, -3.2495, 1.8663], [-0.8503, -3.3529, 3.2557], [-0.1892, -2.6378, 3.9568], [0.5818, -1.7187, 3.1745], [2.0247, 0.7667, -1.0227], [-0.1604, -0.1738, -3.6944], [-0.4778, 2.4831, -1.7622], [-2.4778, -0.6770, -3.1624], [-3.7155, -2.1215, -1.5697], [-3.7326, -2.1241, 0.7117], [-1.2205, 1.3614, 0.5086], [2.7166, 2.5950, -3.4940], [3.3144, 3.7731, -1.5692], [3.3134, 4.0908, 0.9160], [2.6397, 2.0176, 2.2460], [1.7150, 0.0785, 2.2165], [-0.9845, -3.6408, 0.9920], [-1.4419, -4.1348, 3.7103], [0.2013, -2.6204, 5.1758], [1.5562, -0.1104, -1.4696]], "lowdin_charge": [0.011, -0.346, 0.007, -0.047, -0.143, 0.106, -0.149, -0.016, -0.073, -0.420, 0.059, 0.182, -0.004, 0.142, -0.546, -0.078, -0.097, -0.065, -0.212, 0.138, -0.078, -0.050, -0.278, 0.086, -0.174, -0.121, 0.053, 0.037, 0.068, 0.244, 0.084, 0.052, 0.147, 0.121, 0.201, 0.152, 0.176, 0.164, 0.111, 0.092, 0.132, 0.218, 0.113], "gap_ev": 7.31, "e_homo_ev": -8.16, "fmax_ev_per_a": 17.33, "energy_ev": -35673.8156}

- Which formula does entry 6 have?
  C20H15N3O5